63
Properties=species:S:1:pos:R:3:mulliken_charge:R:1 method="wB97M-V/def2-TZVPD" multiplicity=1 charge=-1 homo_ev=-3.9 max_force_ev_per_a=0.67
Ga -0.094 -4.384 -1.200 0.7796
O 2.351 0.966 -2.705 -0.5591
O -6.068 0.202 6.544 -0.5360
O -5.627 1.422 8.266 -0.5511
O 3.011 -4.455 1.845 -0.4864
O -4.804 1.785 3.143 -0.5772
O 2.660 3.243 2.602 -0.5666
O 2.816 5.350 -4.807 -0.5020
O 1.385 2.854 -2.358 -0.5462
O 2.020 4.435 -6.588 -0.5418
O 5.051 -3.753 1.717 -0.5409
O 3.581 1.332 2.227 -0.5264
O -4.957 -3.122 0.578 -0.5548
O -4.834 -1.485 -0.812 -0.5718
O 0.838 -1.492 -1.418 -0.3307
O -3.587 0.011 3.076 -0.5281
N -4.346 -2.227 0.023 0.9322
N 1.712 1.929 -3.076 0.9858
N 3.917 -3.719 2.159 0.8858
N -5.562 1.169 7.081 0.8839
N -4.637 0.597 2.932 0.9849
N 2.413 5.393 -5.949 0.8597
N 2.966 2.317 1.873 0.9123
C 2.553 2.420 0.444 -0.6678
C 2.818 -2.936 -1.931 -0.3526
C 2.391 6.713 -6.637 -0.7141
C 1.292 1.989 -4.500 -0.5596
C -2.936 -2.005 0.431 -0.4145
C 3.595 -2.670 3.168 -0.7474
C -4.819 2.107 6.197 -0.6182
C 3.522 -4.232 -1.523 -1.1162
C -5.814 -0.188 2.461 -0.7628
B 1.282 -2.810 -1.523 -0.3113
H 1.726 2.884 -4.933 0.0635
H -1.491 -4.024 -1.964 -0.3404
H -2.359 -2.905 0.225 -0.0095
H 2.794 -2.065 2.754 0.2926
H 1.472 2.504 0.424 0.2870
H 2.766 7.460 -5.948 0.3062
H -2.548 -1.165 -0.132 0.2920
H -6.147 0.259 1.529 0.3291
H 4.607 -4.091 -1.590 0.3457
H 1.362 6.909 -6.923 0.2823
H 4.488 -2.083 3.348 0.3014
H -4.020 1.546 5.722 0.2238
H -4.432 2.917 6.802 0.3174
H -2.957 -1.794 1.496 0.2123
H 3.259 -3.180 4.065 0.2747
H 3.007 3.322 0.046 0.2709
H -5.518 2.463 5.448 0.2703
H 2.855 -2.863 -3.027 0.2629
H 2.886 1.537 -0.086 0.2870
H -6.579 -0.100 3.227 0.2774
H 3.276 -5.054 -2.194 0.3307
H 3.019 6.626 -7.518 0.2835
H 3.370 -2.072 -1.536 0.2245
H 1.414 -0.922 -1.944 0.2088
H 1.649 1.095 -4.996 0.3058
H 3.316 -4.529 -0.499 0.1763
H 0.208 2.041 -4.511 0.3168
H -0.498 -4.462 0.377 -0.3182
H -5.506 -1.217 2.321 0.2738
H 0.492 -5.793 -1.723 -0.3889